Version w
Density functional theory data (ωB97M-V/def2-TZVPD) for a cluster of 11 separate species, C5H31NO11 in total.

Structure (ORCA input):
```
! RIJCOSX wB97M-V def2-TZVPD def2/J DEFGRID3
* xyz 0 1
C -0.780 2.966 2.673
C 0.245 1.881 2.959
C 0.735 1.114 1.651
C 2.160 0.757 1.952
O 2.957 1.122 1.111
N 0.269 -0.135 1.064
C -0.809 -0.052 0.092
H -1.460 3.292 3.465
H -1.413 2.785 1.762
H -0.178 3.883 2.441
H -0.126 1.219 3.747
H 1.127 2.376 3.453
H 0.624 1.917 0.900
H 2.459 0.231 2.937
H 0.184 -0.898 1.696
H -1.557 0.720 0.257
H -1.318 -1.009 -0.008
H -0.417 0.177 -0.927
O 1.541 -2.605 -1.113
H 2.313 -2.363 -1.651
H 0.914 -1.985 -1.532
O -4.094 -0.117 -0.280
H -4.633 0.668 -0.419
H -3.881 -0.401 -1.175
O -0.289 -3.863 0.715
H -0.081 -4.787 0.839
H 0.271 -3.342 0.129
O -2.692 -2.560 1.753
H -2.792 -3.417 1.320
H -3.116 -2.017 1.061
O -2.671 2.061 -3.330
H -2.113 1.285 -3.343
H -2.388 2.820 -3.838
O 0.310 -2.311 3.355
H -0.628 -2.089 3.402
H 0.327 -3.038 2.730
O 2.392 -0.165 -2.281
H 3.217 0.241 -1.960
H 1.853 -0.306 -1.494
O -0.801 -0.761 -3.280
H -0.284 -1.503 -3.601
H -0.274 0.047 -3.388
O 0.424 1.893 -3.288
H 1.124 1.982 -2.614
H 0.782 2.438 -3.997
O 2.514 2.151 -1.196
H 1.626 2.564 -1.215
H 2.532 1.466 -0.494
*
```

Computed properties:
**LUMO**: 0.29 eV
**HOMO energy**: -8.645 eV
**SMILES**: CC[C@@H](C=O)NC.O.O.O.O.O.O.O.O.O.O
**Orbital gap**: 8.93 eV

***

Version x
Density functional theory data (ωB97M-V/def2-TZVPD) for a cluster of 11 separate species, C5H31NO11 in total.

Structure (ORCA input):
```
! RIJCOSX wB97M-V def2-TZVPD def2/J DEFGRID3
* xyz 0 1
C 2.645 -1.750 -0.291
C 2.118 -0.470 0.353
C 2.597 0.884 -0.204
C 0.578 -0.533 0.307
N -0.027 -0.450 -1.045
C -0.151 0.506 1.117
O -1.180 0.210 1.699
H 3.721 -1.824 -0.450
H 2.363 -2.538 0.417
H 2.227 -2.158 -1.220
H 2.444 -0.514 1.392
H 3.508 0.820 -0.774
H 2.670 1.608 0.610
H 1.829 1.356 -0.821
H 0.270 -1.508 0.701
H -0.229 0.528 -1.234
H 0.650 -0.774 -1.732
H 0.390 1.449 1.265
O 0.038 -1.751 3.626
H -0.192 -1.227 2.839
H -0.790 -2.140 3.932
O -2.079 -2.590 1.594
H -3.025 -2.450 1.674
H -1.619 -1.742 1.554
O 1.883 0.403 3.908
H 1.426 -0.456 4.025
H 1.142 0.986 4.133
O -2.619 2.929 1.286
H -2.094 3.682 1.010
H -2.000 2.463 1.864
O -0.166 1.508 -3.414
H -0.084 1.309 -4.340
H -1.112 1.640 -3.318
O 3.714 -0.319 -2.985
H 3.882 -0.013 -2.095
H 3.233 -1.139 -2.911
O -2.368 -1.772 -2.144
H -2.489 -2.715 -1.953
H -1.553 -1.584 -1.633
O -2.839 1.800 -1.233
H -3.161 0.876 -1.303
H -3.042 1.884 -0.281
O -0.326 2.522 -0.769
H -1.308 2.510 -0.818
H -0.075 2.852 -1.631
O -3.267 -0.613 -0.051
H -3.187 -1.103 -0.889
H -2.345 -0.592 0.233
*
```

Computed properties:
**LUMO**: 0.10 eV
**HOMO energy**: -10.377 eV
**SMILES**: CC(C)[C@H](N)C=O.O.O.O.O.O.O.O.O.O.O
**Orbital gap**: 10.48 eV

***

Most stable: version x. Least stable: version w.

***

Version w
Density functional theory data (ωB97M-V/def2-TZVPD) for a cluster of 2 separate species, C11H13O3 in total.

Structure (ORCA input):
```
! RIJCOSX wB97M-V def2-TZVPD def2/J DEFGRID3
* xyz -1 1
C -2.253 1.347 -1.321
C -3.002 2.375 -0.786
C -1.789 1.615 0.792
C -1.377 0.829 -0.280
C 3.674 0.420 -0.492
C 3.062 0.028 0.632
C -0.445 -0.322 -0.423
C -0.120 -1.035 0.671
C 0.113 -0.592 -1.743
C -0.942 -1.020 1.849
C 0.960 -1.931 0.578
O 3.621 0.828 -1.686
O 4.591 -0.095 0.268
O -2.768 2.539 0.494
H -2.381 0.998 -2.268
H -3.741 2.860 -1.285
H -1.396 1.738 1.800
H 2.831 0.862 1.342
H 0.138 -1.647 -1.956
H 1.040 -0.101 -1.941
H -0.616 -0.142 -2.491
H -1.746 -0.360 1.613
H -0.326 -0.805 2.816
H -1.293 -2.076 2.120
H 1.248 -2.261 -0.469
H 0.984 -2.764 1.292
H 1.935 -1.289 0.875
*
```

Computed properties:
**LUMO**: 3.14 eV
**HOMO energy**: -2.950 eV
**Orbital gap**: 6.09 eV

***

Version x
Density functional theory data (ωB97M-V/def2-TZVPD) for a cluster of 2 separate species, C11H13O3 in total.

Structure (ORCA input):
```
! RIJCOSX wB97M-V def2-TZVPD def2/J DEFGRID3
* xyz -1 1
C -0.322 2.328 -1.772
C -0.819 1.128 -2.077
C 0.493 2.826 -0.731
C -0.489 -0.065 -1.460
C -2.875 2.667 -0.195
C 0.496 2.481 0.647
C 0.055 -0.796 -0.675
C 2.031 -1.280 0.994
C 0.705 -3.214 -0.203
C -0.551 -1.985 1.472
C 0.566 -1.753 0.348
O -3.150 3.505 -0.914
O -2.677 1.888 0.628
O 0.617 3.372 1.572
H -0.600 3.041 -2.468
H -1.335 0.932 -3.067
H 0.877 3.936 -0.762
H 0.224 1.401 0.863
H 2.378 -1.612 1.887
H 1.904 -0.174 1.178
H 2.770 -1.430 0.276
H 1.373 -3.470 -0.975
H 1.005 -3.972 0.604
H -0.288 -3.524 -0.456
H -0.828 -0.967 1.896
H -0.106 -2.641 2.311
H -1.455 -2.626 1.080
*
```

Computed properties:
**LUMO**: 3.21 eV
**HOMO energy**: -2.704 eV
**Orbital gap**: 5.91 eV

***

Most stable: version x. Least stable: version w.

***

Version w
Density functional theory data (ωB97M-V/def2-TZVPD) for the ion C6H9N2O2 with charge +1.

Structure (ORCA input):
```
! RIJCOSX wB97M-V def2-TZVPD def2/J DEFGRID3
* xyz 1 1
C -0.532 -0.062 -0.992
C 0.625 1.974 -0.197
C -0.392 -0.935 0.011
C 1.769 0.582 1.336
C 2.265 -0.506 1.763
C -2.400 -2.122 -0.020
N 0.202 1.110 -1.133
N 1.023 1.618 1.015
O -0.010 1.679 -2.388
O -1.002 -1.973 0.398
H -0.932 -0.256 -1.949
H 0.669 3.086 -0.414
H 3.329 -0.494 1.955
H 1.738 -1.361 2.253
H -2.950 -1.300 0.439
H -2.731 -3.171 0.319
H -2.312 -2.019 -1.059
H 0.838 2.465 1.547
H 0.804 1.685 -2.885
*
```

Computed properties:
**LUMO (alpha / beta)**: -4.37 / -4.58 eV
**HOMO energy (alpha / beta)**: -11.276 / -12.278 eV
**Orbital gap (alpha / beta)**: 6.90 / 7.70 eV

***

Version x
Density functional theory data (ωB97M-V/def2-TZVPD) for the ion C6H9N2O2 with charge +1.

Structure (ORCA input):
```
! RIJCOSX wB97M-V def2-TZVPD def2/J DEFGRID3
* xyz 1 1
C 0.946 1.673 0.501
C -0.028 0.865 0.063
N -1.228 1.449 -0.355
C -2.423 0.967 -0.081
N -2.630 -0.322 -0.038
O -3.843 -0.930 0.249
C -1.449 -1.197 -0.114
C -0.207 -0.627 -0.047
O 0.773 -1.533 0.056
C 2.241 -1.369 -0.095
H 0.933 2.681 0.281
H 1.844 1.282 0.702
H -1.162 2.450 -0.541
H -3.264 1.616 0.095
H -3.809 -1.614 0.890
H -1.593 -2.208 -0.042
H 2.850 -1.272 0.805
H 2.368 -0.597 -0.907
H 2.501 -2.269 -0.638
*
```

Computed properties:
**LUMO**: -3.87 eV
**HOMO energy**: -12.542 eV
**SMILES**: C=C1[NH+]=CN(O)C=C1OC
**Orbital gap**: 8.67 eV

***

Most stable: version x. Least stable: version w.

***

Version w
Density functional theory data (ωB97M-V/def2-TZVPD) for a cluster of 4 separate species, C3H12O4 in total.

Structure (ORCA input):
```
! RIJCOSX wB97M-V def2-TZVPD def2/J DEFGRID3
* xyz 0 1
C -3.992 0.151 0.999
C -2.642 -0.411 0.536
C -1.478 -0.079 1.116
O -0.483 0.658 0.475
H -4.262 1.176 0.521
H -4.105 0.401 2.051
H -4.836 -0.447 0.674
H -2.713 -0.909 -0.473
H -1.234 0.031 2.224
H 0.368 0.503 0.933
O 2.316 0.064 1.250
H 2.734 -0.776 1.032
H 2.992 0.735 1.072
O 0.711 -0.898 -1.865
H -0.135 -0.687 -1.428
H 0.289 -1.376 -2.590
O 4.017 0.483 -1.890
H 3.356 -0.204 -1.597
H 3.476 1.274 -1.970
*
```

Computed properties:
**LUMO**: 0.47 eV
**HOMO energy**: -8.183 eV
**SMILES**: C/C=C/O.O.O.O
**Orbital gap**: 8.66 eV

***

Version x
Density functional theory data (ωB97M-V/def2-TZVPD) for a cluster of 4 separate species, C3H12O4 in total.

Structure (ORCA input):
```
! RIJCOSX wB97M-V def2-TZVPD def2/J DEFGRID3
* xyz 0 1
C -0.880 -0.407 -0.525
C -0.315 0.346 0.429
C 0.714 1.420 0.278
O -0.606 0.076 1.756
H -0.935 -0.123 -1.562
H -1.435 -1.269 -0.174
H 1.401 1.085 -0.504
H 1.316 1.457 1.184
H 0.316 2.389 -0.007
H -1.506 -0.226 1.790
O 2.202 -1.671 -1.033
H 2.227 -2.614 -0.914
H 1.707 -1.387 -0.236
O -3.022 1.135 3.502
H -2.487 1.728 2.985
H -3.169 1.541 4.345
O 1.161 -0.956 -3.781
H 1.481 -1.536 -3.085
H 1.833 -0.987 -4.450
*
```

Computed properties:
**LUMO**: 0.64 eV
**HOMO energy**: -8.948 eV
**SMILES**: C=C(C)O.O.O.O
**Orbital gap**: 9.58 eV

***

Most stable: version x. Least stable: version w.

***

Version w
Density functional theory data (ωB97M-V/def2-TZVPD) for a cluster of 3 separate species, C3H12N2O3 in total.

Structure (ORCA input):
```
! RIJCOSX wB97M-V def2-TZVPD def2/J DEFGRID3
* xyz 0 1
N 2.382 0.434 -0.944
C 1.354 -0.294 -0.203
N 0.008 0.022 -0.722
C -1.025 -1.055 -0.719
C -1.876 -0.576 -1.901
O -1.578 -0.899 -3.017
H 2.123 0.421 -1.919
H 2.371 1.388 -0.617
H 1.458 0.005 0.829
H 1.571 -1.357 -0.290
H -0.295 0.816 -0.162
H -0.555 -1.948 -1.116
H -1.606 -1.196 0.196
H -2.800 0.008 -1.767
O -0.175 -0.564 2.444
H -0.456 -0.799 1.551
H 0.465 -1.233 2.728
O -0.205 2.367 1.576
H -0.004 1.945 2.425
H -1.155 2.516 1.629
*
```

Computed properties:
**LUMO**: 0.47 eV
**HOMO energy**: -9.182 eV
**SMILES**: NCNCC=O.O.O
**Orbital gap**: 9.65 eV

***

Version x
Density functional theory data (ωB97M-V/def2-TZVPD) for a cluster of 3 separate species, C3H12N2O3 in total.

Structure (ORCA input):
```
! RIJCOSX wB97M-V def2-TZVPD def2/J DEFGRID3
* xyz 0 1
C -1.748 -0.004 -2.371
O -0.620 -0.205 -2.710
H -2.088 0.964 -1.973
H -2.534 -0.773 -2.432
C 2.345 0.330 1.225
N 2.202 0.440 -0.218
N 0.968 1.166 -0.528
H 3.240 -0.255 1.427
H 1.485 -0.138 1.714
H 2.481 1.333 1.632
H 2.062 -0.495 -0.601
H 0.859 1.102 -1.539
H 1.172 2.148 -0.315
O -0.627 -1.265 1.765
C -1.248 -0.891 0.575
O -2.449 -0.202 0.783
H -1.220 -1.834 2.272
H -1.513 -1.767 -0.033
H -0.516 -0.261 0.052
H -2.253 0.606 1.274
*
```

Computed properties:
**LUMO**: 0.77 eV
**HOMO energy**: -8.002 eV
**SMILES**: C=O.CNN.OCO
**Orbital gap**: 8.77 eV

***

Most stable: version w. Least stable: version x.

***

Version w
Density functional theory data (ωB97M-V/def2-TZVPD) for a cluster of 2 separate species, CH4FOPS in total.

Structure (ORCA input):
```
! RIJCOSX wB97M-V def2-TZVPD def2/J DEFGRID3
* xyz 0 1
C -0.247 1.034 0.651
P -0.726 -0.518 -0.153
O -0.335 -1.728 0.560
S -1.976 -0.492 -1.698
H 0.716 0.875 1.085
H 0.103 1.525 -0.204
H -1.082 1.631 1.105
F 2.076 -0.929 -0.970
H 1.471 -1.399 -0.376
*
```

Computed properties:
**LUMO**: -0.93 eV
**HOMO energy**: -9.963 eV
**SMILES**: CP(=O)=S.F
**Orbital gap**: 9.03 eV

***

Version x
Density functional theory data (ωB97M-V/def2-TZVPD) for a structure of composition CH4FOPS.

Structure (ORCA input):
```
! RIJCOSX wB97M-V def2-TZVPD def2/J DEFGRID3
* xyz 0 1
C -0.924 -0.233 0.322
O 0.875 0.164 -1.401
F 1.579 -0.810 1.113
P 0.559 0.709 -0.004
S 1.120 2.442 0.465
H -1.545 -0.542 -0.585
H -0.613 -1.222 0.657
H -1.527 0.160 1.060
H 0.477 -0.668 -1.626
*
```

Computed properties:
**LUMO**: 0.06 eV
**HOMO energy**: -10.426 eV
**Orbital gap**: 10.48 eV

***

Most stable: version w. Least stable: version x.